18
Properties=species:S:1:pos:R:3:forces:R:3:mulliken_charge:R:1 method="wB97M-V/def2-TZVPD" smiles="C=CN=C.O.O.O" homo_energy_ev=-9.52 total_charge=0 de_lowest_ev=3.080 total_energy_ev=-10919.9261
C 0.78583 -0.16056 2.06853 -0.2 0.6 0.0 -0.72
C -0.47875 -0.22921 2.46288 -1.1 0.8 -0.4 0.12
N -1.58356 -0.91803 1.90158 1.1 -1.1 0.3 -0.46
C -1.52507 -1.26320 0.68828 -0.9 0.3 -0.4 -0.23
H 1.25822 -0.72716 1.28740 -0.2 -0.3 -0.2 0.29
H 1.33629 0.68562 2.45253 0.4 -0.3 0.4 0.23
H -0.84802 0.40336 3.26362 0.4 0.1 0.0 0.34
H -2.35427 -1.85257 0.30250 0.0 -0.1 -0.1 0.32
H -0.80839 -0.90097 -0.05662 0.4 -0.1 0.3 0.12
O 4.20705 -1.40563 -1.10136 0.0 -0.1 -0.1 -0.65
H 4.74600 -0.60854 -1.07436 -0.1 0.0 0.1 0.32
H 3.66299 -1.40324 -0.30737 0.1 0.1 0.0 0.33
O -3.64443 1.42015 -1.49881 0.4 0.1 0.0 -0.63
H -3.11592 2.22463 -1.56142 -0.2 0.1 -0.1 0.33
H -3.01953 0.80353 -1.10547 -0.1 -0.2 0.1 0.30
O 0.56951 1.49747 -2.22150 -0.3 -0.3 -0.4 -0.62
H 0.87555 1.65024 -3.12361 0.2 0.3 0.1 0.32
H -0.06350 0.78410 -2.37680 0.0 0.1 0.3 0.30

20
Properties=species:S:1:pos:R:3:forces:R:3:mulliken_charge:R:1 method="wB97M-V/def2-TZVPD" smiles="C/C=N/C.CNN" homo_energy_ev=-8.39 total_charge=0 de_lowest_ev=1.956 total_energy_ev=-8827.4564
C -1.64520 -1.23419 -1.24126 0.0 -0.1 0.0 -0.98
C -1.77626 0.20127 -0.88102 -0.3 0.0 -0.1 0.05
N -0.85979 0.81648 -0.28462 0.2 -0.3 0.0 -0.14
C -0.99600 2.19847 0.05261 -0.2 0.3 0.0 -1.00
H -1.72387 -1.35047 -2.32116 0.0 -0.1 -0.1 0.32
H -0.69097 -1.62565 -0.90302 0.1 0.0 0.0 0.14
H -2.45386 -1.80435 -0.78664 -0.1 -0.1 0.0 0.33
H -2.72218 0.68560 -1.16974 0.1 0.1 0.1 0.29
H -0.88902 2.29802 1.13384 0.0 0.1 0.0 0.29
H -0.17498 2.74433 -0.41428 0.0 0.1 0.1 0.30
H -1.95449 2.63305 -0.26173 0.0 0.0 0.0 0.33
C 1.48004 -1.15581 1.55576 -0.2 0.1 -0.1 -0.66
N 2.48885 -0.34289 0.89459 0.1 0.3 0.3 -0.35
N 2.15381 0.02902 -0.43612 -0.2 0.0 -0.3 -0.61
H 1.43201 -2.12443 1.05332 0.0 0.0 0.1 0.24
H 1.78329 -1.31608 2.58842 0.0 -0.1 0.1 0.34
H 0.47846 -0.70143 1.53675 0.1 -0.1 0.0 0.20
H 2.62125 0.52440 1.41072 0.1 -0.3 -0.2 0.26
H 2.27891 -0.79259 -1.02314 0.1 0.2 0.1 0.27
H 1.16998 0.31726 -0.50329 0.3 -0.3 0.1 0.38

32
Properties=species:S:1:pos:R:3:forces:R:3:mulliken_charge:R:1 method="wB97M-V/def2-TZVPD" homo_energy_ev=-6.63 total_charge=-1 de_lowest_ev=1.667 total_energy_ev=-22865.2668
O 0.62049 0.50293 0.13999 -0.2 -0.5 0.9 -0.19
H -0.13682 0.39587 -0.42046 -0.4 -0.2 -1.3 0.25
O -1.51441 -0.02397 -2.02485 -0.5 1.2 -0.1 -0.61
H -1.55382 -0.81918 -1.50106 -0.1 -0.9 0.2 0.31
H -2.35930 0.43946 -1.85698 0.5 -0.4 -0.1 0.33
O 0.95022 0.15502 2.84021 1.6 -1.1 2.0 -0.72
H 1.76697 -0.34718 2.66040 -0.3 0.3 0.6 0.35
H 0.68303 0.27935 1.95699 -1.0 0.7 -2.3 0.12
O 2.21749 -1.49832 0.24016 -1.1 0.0 1.4 -0.84
H 1.64393 -0.63797 0.15654 0.4 -0.4 -0.1 0.24
H 1.62768 -1.97617 0.87633 0.9 0.3 -0.7 0.34
O -1.67577 0.10544 1.64891 -0.9 -0.9 -0.5 -0.72
H -1.41910 0.81584 2.20711 0.1 0.9 1.3 0.32
H -1.05043 0.26028 0.93878 0.7 -0.1 -0.4 0.13
O 2.77868 1.86528 0.69887 -2.1 0.3 -1.9 -0.67
H 3.16924 1.38403 1.37248 1.5 -1.3 2.1 0.31
H 1.94402 1.31281 0.52963 1.4 1.4 -0.1 0.33
O -3.83283 0.22889 -0.17462 -0.9 0.6 -1.2 -0.69
H -2.99917 -0.06237 0.15505 0.9 -0.3 0.9 0.38
H -4.47125 -0.10254 0.44318 -0.4 -0.2 0.4 0.24
O 1.66996 1.19260 -2.27334 0.7 0.7 -0.7 -0.66
H 1.34865 0.65173 -2.98834 -0.3 -0.4 -0.2 0.36
H 1.29632 0.82494 -1.47192 -0.1 -0.1 0.4 0.30
O 1.07322 -1.86616 -2.07576 0.3 0.6 -0.3 -0.63
H 0.74948 -2.72145 -1.85702 -0.7 -1.2 -0.2 0.20
H 1.61627 -1.71477 -1.27427 0.2 0.3 -0.2 0.40
O 0.06566 3.13056 0.24428 -2.7 1.6 0.7 -0.67
H 0.20646 2.17663 0.19396 0.1 -0.4 0.0 0.25
H -0.91679 3.28877 0.46840 2.4 -0.6 -0.6 0.31
O -1.49320 -2.30990 -0.10076 -2.4 1.1 -0.8 -0.61
H -0.96035 -1.83318 0.49069 1.1 1.2 1.5 0.27
H -1.04454 -3.09727 -0.24257 1.2 -2.3 -0.6 0.27

19
Properties=species:S:1:pos:R:3:forces:R:3:mulliken_charge:R:1 method="wB97M-V/def2-TZVPD" homo_energy_ev="-8.44 / -8.44" total_charge=0 spin_multiplicity=2 de_lowest_ev=0.000 s_squared=0.753 total_energy_ev=-27813.9900
O -0.52498 -1.14402 2.02998 -0.6 -0.3 -1.1 -0.33
K 1.48676 -0.23774 0.70534 0.1 0.0 -0.3 1.03
O 1.49369 -1.30902 2.84539 0.0 -0.8 0.1 -0.86
C 0.27682 -1.40294 3.14686 0.2 1.8 2.4 0.71
O -0.26793 -1.42727 4.26053 0.2 -0.7 -1.3 -0.66
C -1.94328 -1.21341 2.14890 0.0 -0.1 0.5 -0.29
C -2.53166 -0.95703 0.77948 -0.1 0.0 -0.2 -1.06
H -2.22402 -2.20580 2.52911 0.0 0.3 -0.1 0.32
H -2.29449 -0.46548 2.87569 0.1 -0.2 -0.1 0.29
H -2.17402 -1.70021 0.05322 -0.1 0.2 0.2 0.28
H -3.62707 -1.01975 0.82744 0.3 0.0 -0.1 0.36
H -2.25916 0.04472 0.41730 -0.1 -0.2 0.1 0.21
C 0.47386 2.53596 1.20054 0.4 0.4 -0.4 -1.05
C 0.38708 2.50681 2.68278 -0.2 -0.1 0.1 -0.49
H 1.40684 2.88946 0.74879 -0.3 -0.1 0.1 0.43
H -0.38711 2.52473 0.52769 0.1 -0.1 0.4 0.38
H 1.27663 2.04810 3.14194 -0.2 0.1 -0.1 0.24
H -0.49820 1.95902 3.02999 0.2 0.1 0.0 0.18
H 0.32849 3.53539 3.08653 0.0 -0.3 -0.1 0.31